Entry 1:
19
Properties=species:S:1:pos:R:3:forces:R:3 method="wB97M-V/def2-TZVPD" homo_energy_ev=-8.87 gap_ev=9.88
C -0.233046 -0.426346 2.403263 -1.4713 2.3725 1.0597
N 0.509287 0.337870 0.867091 -0.8563 -0.9245 1.6525
C 1.628993 -0.729335 -1.561502 1.0349 0.6138 0.2940
C 0.372164 0.127425 -1.503903 -0.0229 1.0811 -0.1941
C -0.442372 -0.021690 -0.199900 0.1580 -2.0722 -0.6533
C -1.706146 0.848799 -0.165491 0.7646 0.1050 0.5030
H 0.688904 -0.504933 1.566724 2.2122 -0.5033 -2.3493
H 0.177048 0.167578 3.213669 -0.0631 0.3511 -0.1455
H -0.085487 -1.444992 2.721958 -0.0480 -0.8303 -0.6980
H -1.254375 -0.143660 2.199219 -0.1792 -0.3705 0.2577
H 2.030252 -0.815985 -0.533057 -0.2403 -0.5354 -0.6024
H 1.498733 -1.670736 -2.099556 -0.2723 -0.1829 0.5538
H 2.456046 -0.254442 -2.114259 -0.4171 0.1992 0.0411
H -0.186180 -0.033709 -2.437695 -0.4486 -0.0163 0.5541
H 0.567281 1.203334 -1.480802 0.6744 0.0751 -0.4229
H -0.673898 -1.106218 -0.249753 -0.2332 0.2850 0.7433
H -2.659407 0.355576 -0.003927 -0.0373 -0.3946 -0.5336
H -1.691481 1.479793 -1.055819 -0.4634 0.1441 0.2100
H -1.573850 1.435997 0.743516 -0.0912 0.6032 -0.2700

=====

Entry 2:
23
Properties=species:S:1:pos:R:3:forces:R:3 method="wB97M-V/def2-TZVPD" homo_energy_ev=-10.52 gap_ev=11.30
C 1.223360 -2.111879 -0.254035 -2.0425 0.8673 -0.7620
C 0.870571 -1.240089 0.986818 1.2065 -1.5229 -0.2984
C -0.433602 -0.530802 0.871415 -0.9369 1.8154 -0.6114
C -0.443631 0.615402 -0.218102 0.3206 0.2671 1.6085
C 0.407269 1.907997 0.018029 -1.9807 -0.2006 0.1042
C 0.118045 2.874702 1.196677 -1.2534 -0.5125 0.6145
H 0.478574 -2.913612 -0.396497 0.1924 0.2654 -0.0650
H 2.155671 -2.572212 -0.119637 1.4438 -0.6016 0.0105
H 1.234378 -1.479565 -1.231181 0.0355 -1.0345 1.7854
H 1.723766 -0.563471 0.970223 -0.2158 0.6781 0.5495
H 0.913741 -1.746855 2.017656 0.0800 0.1212 -1.7361
H -0.488927 -0.043415 1.852477 -1.0235 -0.0405 -0.0904
H -1.345713 -1.178262 0.621651 1.4079 0.5709 0.7693
H -0.195996 0.154081 -1.159835 0.1419 0.1449 -0.5097
H -1.414676 1.031732 -0.285474 -1.5260 -0.1780 -0.2435
H 0.354742 2.456691 -0.918923 -0.0752 0.2749 -0.0547
H 1.357115 1.556246 0.070541 3.3118 -0.6401 0.3551
H -0.875091 3.378227 1.039250 0.7133 -0.5853 0.3100
H 0.129712 2.422986 2.250686 -0.0932 0.3283 -1.6023
H 0.833911 3.691356 1.224337 0.2685 -0.0335 -0.1568
O -1.860025 -1.732150 -2.998731 -1.9902 0.9032 0.6979
H -2.732680 -1.308849 -2.705682 1.9343 -0.8412 -0.6534
H -2.010513 -2.668258 -2.831664 0.0809 -0.0460 -0.0212

=====

Entry 3:
22
Properties=species:S:1:pos:R:3:forces:R:3 method="wB97M-V/def2-TZVPD" homo_energy_ev="-12.80 / -11.71" charge=+1 gap_ev="7.23 / 6.71" multiplicity=2 s_squared=0.88
C -0.128360 -3.090401 0.345374 0.6389 0.3037 0.4457
C -0.041417 -1.738061 1.088712 0.2409 -1.1277 -0.1923
C -0.012535 -0.577532 0.160553 0.2669 -0.8433 -0.4153
F -1.290959 -0.472275 -0.335921 -0.8340 0.6398 0.3298
C 0.494964 0.744587 0.669835 0.2183 1.9589 -0.7765
C 0.396428 1.629880 -0.664363 -0.8242 0.5362 1.9547
C -0.947255 2.375216 -0.743559 0.1080 -0.5308 -0.0533
C 0.593130 0.507634 -1.680324 0.4691 -0.6830 4.8671
O 0.581827 0.552679 -2.805146 0.0813 0.7264 -5.8835
O 0.753315 -0.709109 -1.002586 0.2264 0.0212 0.0821
H 0.628234 -3.743239 0.756545 0.1580 -0.2797 0.0317
H 0.094663 -2.978761 -0.704015 -0.2039 -0.0755 -0.3182
H -1.077381 -3.561320 0.519117 -0.4457 -0.1388 -0.2372
H -0.948780 -1.648609 1.665099 -0.1889 0.4046 0.3956
H 0.792058 -1.762006 1.776503 0.3280 0.3023 0.1071
H -0.089815 1.088655 1.587747 0.2547 -0.1436 -0.3282
H 1.621422 0.642073 0.772894 -0.4993 -0.3734 0.8902
H 1.140096 2.466777 -0.703506 0.3727 -0.9322 -0.5115
H -0.887274 3.350060 -0.272961 0.0821 0.3224 0.0434
H -1.245612 2.500008 -1.770467 -0.1139 0.1708 -0.4049
H -1.703491 1.812904 -0.225111 -0.4254 -0.1457 0.0256
Ti 1.276743 2.610841 1.565578 0.0902 -0.1124 -0.0520

=====

F_max: 3.3 3.4 5.9 (eV/Å)
DFT total energy: -6881.6551 -8528.1118 -37353.7147 (eV)